15
Properties=species:S:1:pos:R:3:forces:R:3:lowdin_charge:R:1 method="wB97M-V/def2-TZVPD" largest_force_ev_per_a=3.00 smiles="CCNC=O.O" homo_lumo_gap_ev=10.29 lumo_ev=0.667 homo_energy_ev=-9.62
C 0.5342 -0.8217 0.6656 -0.31 -0.28 0.31 -0.10
C 0.3529 0.6688 0.4072 1.39 -0.44 -0.16 -0.25
N -0.7851 1.1532 1.1638 -0.33 -2.91 -0.63 0.00
C -1.0294 2.4215 1.3745 -0.09 1.60 -0.21 -0.41
O -0.2102 3.2819 1.1094 -0.59 0.50 0.36 0.01
H 1.2911 -1.2944 0.0172 -0.38 0.36 0.19 0.08
H -0.4446 -1.2869 0.4606 0.43 -0.27 0.06 0.07
H 0.8022 -1.0151 1.7179 -0.14 0.04 -0.38 0.08
H 1.2712 1.2037 0.7171 -0.67 -0.03 -0.19 0.12
H 0.2571 0.7731 -0.6907 -0.27 0.47 0.50 0.12
H -1.5542 0.4879 1.2755 0.47 0.46 0.01 0.14
H -2.0688 2.5615 1.7590 0.50 0.48 0.11 0.14
O 0.6385 -2.5409 -2.9796 -0.35 -0.51 -1.03 -0.09
H 0.1083 -2.1399 -3.7052 0.58 -0.47 0.75 0.05
H 0.8369 -3.4526 -3.2921 -0.23 0.99 0.30 0.05